Entry one
12
Properties=species:S:1:pos:R:3 method="wB97M-V/def2-TZVPD" e_homo_ev=-8.4 lumo_ev=0.7 gap_ev=9.127 smiles="N/N=C/O.C=O"
C -0.6712 1.1619 -1.0872
C 1.2821 -1.9892 -0.3679
N -0.6531 0.7882 1.2214
N -0.4722 0.3904 -0.0890
O -0.2637 0.6928 -2.2597
O 1.2938 -1.3320 -1.3396
H -1.1005 2.1112 -1.0544
H 2.0861 -2.4937 0.2407
H 0.3098 -2.2672 0.1782
H -0.8389 1.7306 1.3573
H 0.2676 0.5799 1.6135
H 0.0317 -0.2362 -2.1307

Entry two
12
Properties=species:S:1:pos:R:3 method="wB97M-V/def2-TZVPD" e_homo_ev=-10.5 lumo_ev=0.5 gap_ev=11.011
C 0.8064 -2.3473 -0.5420
C -1.3334 1.6976 -0.4562
N -0.7643 2.0834 -1.3515
N 0.5506 -1.1105 -0.7079
O 0.7509 -0.6146 -2.0813
O -1.8412 1.2051 0.6038
H 0.4543 2.3718 3.1827
H 0.5882 -2.5928 0.4754
H 1.0844 -3.0539 -1.3218
H 1.0658 0.3114 -2.0859
H 0.1808 1.6910 3.5554
H -1.5425 0.3589 0.7291

Entry three
12
Properties=species:S:1:pos:R:3 method="wB97M-V/def2-TZVPD" e_homo_ev="-9.8 / -9.8" lumo_ev="0.6 / 0.6" gap_ev="10.440 / 10.439"
C 0.9684 0.1765 -1.8163
C -1.0008 0.0456 1.2803
N 0.0398 -0.3056 -0.7599
N 0.1368 0.3329 0.3227
O -0.6609 -1.0639 2.0895
O 1.0124 1.1733 0.6021
H 0.4740 0.0713 -2.8004
H 1.2220 1.2039 -1.4980
H 1.9152 -0.4986 -1.7807
H -1.1790 0.8906 1.9938
H -1.8704 -0.2285 0.7967
H -1.0576 -1.7974 1.5703

Which is the most stable structure? entry one is the most stable.